The following is a DFT calculation (the ωB97M-V functional and the def2-TZVPD basis) of the molecule FH2O2P at a distorted geometry.

XYZ file:
```
6
Properties=species:S:1:pos:R:3:forces:R:3
O 2.5656 -0.1846 0.6628 -2.0 1.7 1.4
H 1.0674 0.4508 -1.4614 -0.8 0.0 0.0
P 0.2812 0.7459 -0.2936 -1.1 -0.7 -2.2
H -0.0878 -0.6174 -0.0327 0.2 0.4 0.2
O 1.5152 1.0473 0.6162 2.7 -1.2 2.3
F 3.1076 -0.1451 -0.5607 1.0 -0.2 -1.6
```
Forces are in eV/Å.

As for the SMILES: FOOP. The HOMO-LUMO gap comes out at 9.546 eV. The value obtained for the calculated total energy is -16126.821 eV. As for the net charge: 0. As for the LUMO energy: -0.78 eV. The multiplicity is 1. The HOMO energy is -10.326 eV.